Below is C8H8 as an isolated structure at a distorted geometry, with properties calculated with ωB97M-V/def2-TZVPD.

- lowest unoccupied orbital energy (eV) = 0.4
- highest occupied orbital energy (eV) = -8.73
- energy (eV) = -8420.0462
- F_max (Eh/bohr) = 0.05722

ORCA input file:
```
! wB97M-V def2-TZVPD RIJCOSX def2/J DEFGRID3
* xyz 0 1
C 1.28315 -1.72704 -0.72269
C 0.95537 -1.35832 0.55330
C 0.57278 -0.84082 -1.61633
C -0.19423 -0.34165 -2.51736
C 0.14038 -0.17809 0.57135
C -0.21616 0.19313 -0.67007
C -0.21023 0.52628 1.83732
C -1.11731 1.35566 -0.97341
H 1.94666 -2.55062 -0.96593
H 1.57465 -1.83269 1.29326
H 0.02135 1.54771 1.62896
H 0.43342 0.04676 2.54862
H -1.30705 0.25023 2.01272
H -1.03688 1.83708 0.10968
H -2.10269 0.96305 -1.37216
H -0.74323 2.10934 -1.71729
*
```

Atomic partial charges in e from the Mulliken method, atoms 1 to 5: -0.770 -0.612 0.366 -0.732 0.727

---

Below is a 5-piece molecular cluster, C2H14O4S2 overall at a distorted geometry, with properties calculated with ωB97M-V/def2-TZVPD.

- lowest unoccupied orbital energy (eV) = 0.3
- highest occupied orbital energy (eV) = -8.24
- energy (eV) = -32160.5044
- SMILES = CCSS.O.O.O.O
- F_max (Eh/bohr) = 0.06382

ORCA input file:
```
! wB97M-V def2-TZVPD RIJCOSX def2/J DEFGRID3
* xyz 0 1
C 0.64738 1.90808 -4.13629
C 0.09150 2.58941 -2.83499
S 0.10066 1.39566 -1.41118
S -0.99792 -0.40190 -1.72640
H 0.32949 2.42928 -5.00131
H 0.21439 0.91871 -4.24604
H 1.74912 1.83675 -4.18267
H -0.86469 3.11260 -3.07071
H 0.73450 3.40252 -2.55693
H -0.60932 -0.66367 -3.03559
H -0.07530 1.26768 5.79454
H 0.41131 0.92477 7.13373
O 0.31133 0.51133 6.19867
H 4.89694 -3.34018 4.60559
H 3.93450 -4.31435 3.86229
O 4.13604 -3.91750 4.74821
H -1.94320 -3.75626 -3.58457
H -2.35346 -2.41442 -4.07505
O -1.73662 -2.83649 -3.40832
H -1.97668 0.21509 3.31993
H -1.31304 0.58398 4.71444
O -1.86219 0.85670 4.00536
*
```

Atomic partial charges in e from the Mulliken method, atoms 1 to 5: -0.788 -0.427 -0.082 -0.128 0.343

---

Below is C47H50FN5O3Pt as an isolated structure at a distorted geometry, with properties calculated with ωB97M-V/def2-TZVPD.

- lowest unoccupied orbital energy (eV) = -3.6
- highest occupied orbital energy (eV) = -6.84
- energy (eV) = -69104.8070
- F_max (Eh/bohr) = 0.05185

ORCA input file:
```
! wB97M-V def2-TZVPD RIJCOSX def2/J DEFGRID3
* xyz 0 1
Pt -0.42455 0.47708 0.72225
C 1.79945 -6.48563 1.35494
C 1.41915 -5.00837 1.43944
C 2.58443 -4.15367 0.92601
C 0.13827 -4.64759 0.69210
C -0.42787 -5.56448 -0.34012
C -1.39068 -5.24984 -1.20482
C -2.01868 -3.87929 -1.22474
C -1.52648 -2.96814 -0.06420
C -2.65868 -2.27984 0.74594
C -3.17843 -3.30673 1.75796
C -3.84148 -1.69569 -0.03497
C -0.45676 -3.47472 0.86483
N -0.04428 -2.35241 1.58580
C 0.32347 -2.32032 2.82466
O 0.31189 -3.18167 3.72545
C 0.90007 -0.95735 3.20998
C 1.67738 -0.92793 4.35947
C 2.31218 0.23708 4.74590
C 2.15624 1.37061 3.96801
C 1.34186 1.29472 2.86367
N 0.70792 0.17514 2.48101
C 1.08947 2.49838 2.03732
O 1.78763 3.50017 2.18162
N 0.03561 2.33893 1.23138
C -0.36750 3.52367 0.50889
C -1.35607 4.35092 1.04340
C -1.61957 5.55344 0.38666
C -0.94195 5.92568 -0.76267
C 0.00956 5.07474 -1.29177
C 0.30519 3.86693 -0.66476
C 1.36852 2.96460 -1.27071
C 1.00258 2.54726 -2.69753
C 2.75020 3.62601 -1.22761
C -2.12772 4.08922 2.33482
C -2.85827 2.74664 2.40984
C -1.24833 4.29767 3.57534
H 2.63129 -6.69050 2.03560
H 2.12529 -6.76877 0.34742
H 0.96900 -7.13462 1.64484
H 1.26330 -4.76649 2.49087
H 2.79252 -4.39084 -0.12593
H 3.50016 -4.34200 1.50212
H 2.34504 -3.08541 1.00269
H -0.00826 -6.56429 -0.40419
H -1.73607 -5.98636 -1.92704
H -3.10236 -3.95811 -1.32258
H -2.22127 -1.45756 1.30004
H -3.59843 -4.17804 1.23776
H -3.97043 -2.86745 2.37131
H -2.38931 -3.66359 2.42533
H -4.30506 -2.42074 -0.71062
H -3.57763 -0.80693 -0.61011
H -4.60717 -1.38707 0.68300
H 1.76015 -1.85352 4.91145
H 2.92584 0.26071 5.64001
H 2.62546 2.32081 4.18708
H -2.37278 6.21627 0.80028
H -1.16597 6.86844 -1.24842
H 0.54114 5.35616 -2.19643
H 1.41320 2.05917 -0.66726
H 0.96616 3.41296 -3.36583
H 0.02798 2.05572 -2.73020
H 1.75270 1.85228 -3.10032
H 2.78218 4.50743 -1.87578
H 3.52848 2.92856 -1.57487
H 2.99137 3.93990 -0.20870
H -2.89622 4.86353 2.36202
H -2.16358 1.91078 2.44271
H -3.51022 2.59649 1.54778
H -3.46549 2.72118 3.31975
H -0.44299 3.56447 3.62469
H -1.85231 4.19634 4.48223
H -0.78969 5.28965 3.57445
O -1.88720 1.61670 -0.34046
C -2.24293 1.74014 -1.59773
C -2.70233 3.00428 -2.03723
C -3.12337 3.20971 -3.32951
C -3.13510 2.16915 -4.27163
C -2.71039 0.92780 -3.86670
C -2.25717 0.70264 -2.55683
C -1.75779 -0.59672 -2.15141
N -0.86609 -0.72321 -1.21264
C -0.65225 -2.17393 -1.08209
C -1.37529 -2.89751 -2.24400
N -2.17023 -1.76478 -2.72618
H -2.69826 3.81098 -1.31218
H -3.44530 4.20297 -3.62793
H -3.46017 2.34196 -5.29001
H -2.69584 0.11259 -4.58460
H 0.40804 -2.39956 -0.96833
H -0.79145 -3.37624 -3.03467
H -2.68587 -1.76924 -3.58751
F 5.29201 -0.72087 -4.54203
C 4.69045 -0.56018 -3.39033
C 5.48952 -0.19779 -2.29022
C 4.86893 -0.03942 -1.09129
C 3.45605 -0.23548 -0.98902
C 2.79285 -0.08058 0.18239
C 2.68701 -0.59262 -2.14284
C 3.30576 -0.75846 -3.34709
H 6.55353 -0.05252 -2.42204
H 5.43288 0.23439 -0.20587
H 1.70965 -0.22384 0.18477
H 3.29369 0.21980 1.10404
H 1.60840 -0.71200 -2.03866
H 2.76850 -1.02190 -4.24808
*
```

Atomic partial charges in e from the Mulliken method, atoms 1 to 5: 3.162 -2.074 1.034 -1.073 0.674

---

Below is an isolated molecule of C24H27FN4O2, with properties calculated with ωB97M-V/def2-TZVPD.

- lowest unoccupied orbital energy (eV) = 0.6
- highest occupied orbital energy (eV) = -8.74
- energy (eV) = -38102.0021
- SMILES = Cc1cccc2[nH]c(CCNC(=O)[C@H]3CCC(=O)N(CCc4cccc(F)c4)C3)nc12
- F_max (Eh/bohr) = 0.01544

ORCA input file:
```
! wB97M-V def2-TZVPD RIJCOSX def2/J DEFGRID3
* xyz 0 1
C -2.86511 1.18778 1.82938
C -1.82519 2.16185 1.37180
C -1.36592 3.19529 2.16918
C -0.38139 4.08926 1.74542
C 0.19685 3.99278 0.49632
C -0.25257 2.96601 -0.31690
N 0.07254 2.56815 -1.59239
C -0.70001 1.48098 -1.88801
N -1.49054 1.15466 -0.90241
C -1.24809 2.06028 0.10470
C -0.58210 0.75592 -3.18502
H -0.25718 1.44946 -3.96321
C -1.90116 0.08394 -3.60052
N -2.36134 -0.81629 -2.57271
C -2.02302 -2.12607 -2.57661
O -1.62437 -2.70318 -3.56581
C -2.26678 -2.81360 -1.22668
C -1.43216 -2.16987 -0.11735
N -0.01735 -2.34405 -0.35998
C 0.52587 -3.46274 -0.90507
O 1.73294 -3.62497 -0.94347
C -0.40849 -4.46336 -1.54944
C -1.89811 -4.29461 -1.26997
H -2.46650 -4.79860 -2.05265
H -2.15972 -4.75038 -0.31189
H -0.23536 -4.35352 -2.62373
H -0.06829 -5.46249 -1.27197
C 0.86508 -1.31973 0.14905
H 0.50519 -0.34224 -0.18495
H 1.85143 -1.50922 -0.28088
C 0.97799 -1.32406 1.68267
C 2.02100 -0.33283 2.10366
C 1.67034 0.97710 2.40257
C 2.66206 1.87779 2.74142
C 3.99668 1.52271 2.79068
C 4.33850 0.21614 2.48532
C 3.36137 -0.70095 2.14312
H 3.63644 -1.71663 1.90203
H 5.37447 -0.08523 2.51594
H 4.73979 2.25514 3.06289
F 2.31511 3.15123 3.03631
H 0.64232 1.30401 2.37703
H 0.01307 -1.06708 2.12292
H 1.25971 -2.32752 2.00536
H -1.71007 -2.63154 0.84190
H -1.62262 -1.09590 -0.04174
H -3.32818 -2.69521 -0.98322
H -2.51714 -0.34240 -1.68897
H -2.66965 0.84199 -3.77355
H -1.74707 -0.49682 -4.51216
H 0.18262 -0.02204 -3.08414
H 0.75986 2.99382 -2.19106
H 0.96220 4.68002 0.17168
H -0.05893 4.86830 2.41804
H -1.78222 3.31456 3.15908
H -2.39242 0.28135 2.21028
H -3.50725 0.90633 0.99801
H -3.47001 1.61505 2.62520
*
```

Atomic partial charges in e from the Mulliken method, atoms 1 to 5: -1.454 1.094 -0.868 -0.566 -1.075

---

Below is an isolated molecule of CHFI2S at a distorted geometry, with properties calculated with ωB97M-V/def2-TZVPD.

- lowest unoccupied orbital energy (alpha / beta) (eV) = -0.7 / -2.2
- highest occupied orbital energy (alpha / beta) (eV) = -8.68 / -8.50
- energy (eV) = -30803.8319
- F_max (Eh/bohr) = 0.06735

ORCA input file:
```
! wB97M-V def2-TZVPD RIJCOSX def2/J DEFGRID3
* xyz 0 1
C 1.47501 1.06141 0.28901
F 1.71738 1.84081 1.24939
S -2.73319 -0.92045 -0.50914
I 0.00162 -0.35708 0.15763
I -1.93641 -3.12238 -0.49004
H 1.47558 1.49768 -0.69684
*
```

Atomic partial charges in e from the Mulliken method, atoms 1 to 5: -0.223 -0.124 -0.359 0.374 0.061

---

Below is a 2-piece molecular cluster, C9H12N3O2 overall at a distorted geometry, with properties calculated with ωB97M-V/def2-TZVPD.

- lowest unoccupied orbital energy (eV) = -4.5
- highest occupied orbital energy (eV) = -12.67
- energy (eV) = -18079.5711
- F_max (Eh/bohr) = 0.07440

ORCA input file:
```
! wB97M-V def2-TZVPD RIJCOSX def2/J DEFGRID3
* xyz 1 1
C -2.75411 -0.33088 -2.42283
C -1.44797 0.07347 -2.04746
C -3.72574 -0.15827 -1.46154
C -2.23559 0.64739 0.10617
C -1.12881 0.65597 -0.80558
C 0.79477 -0.83330 0.19981
C 0.24153 2.08387 0.56252
C 2.26863 -2.63285 0.95357
C 0.17274 1.13263 -0.51089
N -3.40230 0.33290 -0.29843
N 1.93252 -1.27687 0.43298
N -0.38754 -1.73802 0.31198
O -0.48101 -2.44268 -0.66312
O -1.15221 -1.50427 1.18715
H -2.86494 -0.96737 -3.35385
H -0.62874 -0.07144 -2.80036
H -4.75622 -0.13346 -1.64065
H -2.08797 0.90637 1.12760
H -0.21104 3.05153 0.11112
H 1.30931 2.41512 0.84355
H -0.35244 1.85370 1.44903
H 2.61595 -3.23862 0.06370
H 1.33638 -2.96196 1.31940
H 3.00829 -2.45746 1.68587
H 0.90862 1.25428 -1.24570
H 2.76494 -0.68008 0.35087
*
```

Atomic partial charges in e from the Mulliken method, atoms 1 to 5: -0.458 -0.278 -0.344 -0.313 0.530